{"formula": "C16H15ClO2", "method": "wB97M-V/def2-TZVPD", "spin_multiplicity": 1, "symbols": ["Cl", "O", "O", "C", "C", "C", "C", "C", "C", "C", "C", "C", "C", "C", "C", "C", "C", "C", "C", "H", "H", "H", "H", "H", "H", "H", "H", "H", "H", "H", "H", "H", "H", "H"], "coordinates": [[3.4870, 4.4600, 2.3543], [1.9113, 3.2199, -0.1693], [0.9953, 0.3930, 4.6485], [0.8501, -2.8769, -0.8263], [-1.4395, -1.1097, 1.1443], [-1.2194, -0.3517, -0.1875], [2.1348, 2.2876, 3.4341], [0.3344, 0.5851, 2.2971], [1.6045, 2.5984, 0.8773], [-0.0953, 1.5593, -1.7152], [2.3425, 3.0294, 2.2444], [-0.2357, 0.8670, -0.2800], [-0.9941, 2.6374, -2.0513], [-0.9914, -1.7070, -2.4338], [0.5806, 1.3865, 0.9582], [1.1662, 1.0353, 3.5769], [-0.6425, -0.6186, 2.3898], [-1.9935, -0.8672, -1.4915], [-0.4356, -3.0634, -1.7788], [-1.6228, -2.0277, -3.3521], [2.7052, 2.6051, 4.3790], [0.6845, 1.2092, -2.4804], [0.5085, -3.1748, 0.2406], [-0.1512, -1.0473, -2.8699], [1.1655, -1.7689, -0.7273], [-2.1477, -2.0115, 1.1565], [-0.7471, 3.7333, -1.8694], [1.7295, -3.5613, -1.0707], [-1.9821, 2.3691, -2.5763], [-0.8246, -1.1999, 3.3667], [-1.3205, -3.5445, -1.2155], [-2.3033, 0.0870, -2.0721], [-0.0871, -3.7265, -2.6615], [-2.9665, -1.4059, -1.2390]]}

=====

{"formula": "C5H13N3", "method": "wB97M-V/def2-TZVPD", "spin_multiplicity": 1, "symbols": ["N", "N", "N", "C", "C", "C", "C", "C", "H", "H", "H", "H", "H", "H", "H", "H", "H", "H", "H", "H", "H"], "coordinates": [[1.6460, -2.7302, 0.1394], [2.9719, -0.7795, -0.2987], [-1.2565, 1.8743, 1.6793], [2.8716, -2.0215, -0.1474], [-1.2489, 1.2004, 0.3747], [-2.5958, 1.2646, -0.2922], [-2.7719, 1.3067, -1.6061], [1.7005, -0.0313, -0.1896], [-0.4405, 1.5978, -0.2314], [1.2837, -0.1714, 0.8054], [1.9168, 1.0167, -0.3785], [-1.0666, 0.1172, 0.4639], [3.7420, -2.6819, -0.1144], [-3.7291, 1.4072, -2.0962], [1.8597, -3.3140, 0.9505], [1.5205, -3.4439, -0.5739], [-1.8952, 1.2721, -2.2481], [-1.7545, 1.3098, 2.3522], [1.0199, -0.4270, -0.9397], [-3.4783, 1.3074, 0.3407], [-0.2953, 1.9266, 2.0101]]}

=====

{"formula": "C2H2F2N4", "method": "wB97M-V/def2-TZVPD", "spin_multiplicity": 1, "symbols": ["F", "F", "N", "N", "N", "N", "C", "C", "H", "H"], "coordinates": [[2.5136, -0.6123, -2.2633], [0.9327, 0.1921, 1.7915], [-0.1421, 0.5887, 1.0445], [-2.5030, 0.6868, 1.4629], [1.6646, -0.0938, -1.3094], [-0.4162, -1.4101, -1.1251], [0.5406, -0.7690, -1.1652], [-1.3255, 0.4886, 1.3645], [-3.3258, 0.1630, 1.2218], [2.0611, 0.7660, -1.0223]]}

=====

{"formula": "C6H11N", "method": "wB97M-V/def2-TZVPD", "spin_multiplicity": 1, "symbols": ["N", "C", "C", "C", "C", "C", "C", "H", "H", "H", "H", "H", "H", "H", "H", "H", "H", "H"], "coordinates": [[2.2728, -0.7602, -0.8292], [2.5999, -1.6115, -1.9587], [-1.6283, 1.3019, 1.2705], [-0.9967, 0.6409, 0.2948], [-3.0658, 1.3195, 1.7224], [0.9137, -0.8046, -0.3498], [0.4359, 0.3594, 0.1503], [0.3835, -1.5906, -0.8674], [3.3779, -2.3462, -1.7278], [-3.8311, 1.0616, 0.9974], [2.6670, 0.1584, -0.7808], [-0.9767, 1.9175, 1.8949], [-3.0742, 0.6591, 2.5898], [1.0792, 1.0196, 0.7198], [1.7707, -2.3074, -2.1033], [-1.5351, -0.1349, -0.2591], [2.8579, -1.1849, -2.9237], [-3.2505, 2.3026, 2.1600]]}

=====

The evaluated LUMO energy for the records listed, in turn: -2.1; 0.8; 0.1; 1.2 eV.
The evaluated largest force on an atom for the records listed, in turn: 4.782; 1.236; 1.671; 4.126 eV Å⁻¹.
The evaluated ΔE to the lowest compared entry with this formula, charge and spin for the records listed, in turn: 969.75; 206.99; 551.26; 230.44 kJ/mol.